# 1
The following is a DFT calculation (ωB97M-V/def2-TZVPD) of a molecular structure, C19H26AuN3O2P2.

```
53
C19H26AuN3O2P2 | the OMol25 dataset | ωB97M-V/def2-TZVPD
Au -0.062 -0.337 -0.956
O -1.192 3.733 2.649
C 0.095 3.483 2.923
C 0.628 4.128 4.042
C 1.942 3.936 4.399
C 2.774 3.093 3.654
C 2.261 2.447 2.559
C 0.918 2.616 2.170
C 0.445 1.862 1.009
O 1.207 1.002 0.462
N -0.821 2.089 0.597
N -1.172 1.350 -0.458
C -2.085 1.708 -1.289
C -2.234 0.932 -2.510
C -3.262 1.171 -3.407
C -3.329 0.431 -4.577
C -2.365 -0.534 -4.815
C -1.363 -0.722 -3.879
N -1.285 -0.006 -2.757
H -1.437 3.289 1.818
H -0.022 4.784 4.604
H 2.337 4.451 5.264
H 3.809 2.961 3.935
H 2.888 1.801 1.961
H -2.642 2.623 -1.122
H -3.998 1.931 -3.183
H -4.121 0.609 -5.292
H -2.370 -1.129 -5.717
H -0.584 -1.451 -4.045
C 1.626 -2.651 -2.975
P 1.485 -2.018 -1.299
C 3.065 -1.295 -0.832
C 1.136 -3.398 -0.168
C 0.796 -2.826 1.206
P -0.559 -1.621 1.039
C -2.096 -2.541 0.837
C -0.677 -0.651 2.544
H 2.436 -3.382 -3.021
H 1.860 -1.833 -3.657
H 0.705 -3.148 -3.278
H 3.835 -2.067 -0.803
H 2.978 -0.803 0.137
H 3.341 -0.539 -1.569
H 2.003 -4.062 -0.129
H 0.304 -3.973 -0.582
H 1.648 -2.291 1.631
H 0.515 -3.612 1.910
H -2.223 -3.224 1.680
H -2.094 -3.108 -0.093
H -2.932 -1.842 0.821
H -0.824 -1.325 3.391
H -1.525 0.031 2.477
H 0.236 -0.075 2.694
```

The max |F| is 0.9 eV/A. The frontier orbital gap comes out at 4.82 eV. For the total energy, the calculation gives -50945.70384 eV. The value obtained for the HOMO energy is -0.4775 hartree. The total charge is +2.

Here are the natural (NBO) charges for atoms 1 to 2, given in e: atom 1 (Au): 1.07, atom 2 (O): -0.65

# 2
The following is a DFT calculation (ωB97M-V/def2-TZVPD) of a molecular structure, C31H26F3N9O9PSW.

```
81
C31H26F3N9O9PSW | the OMol25 dataset | ωB97M-V/def2-TZVPD
W 1.014 0.655 0.699
O 2.601 4.431 1.575
C 2.230 3.385 1.112
N 1.520 2.379 1.749
C 0.905 2.595 2.974
O 0.841 3.613 3.606
C 0.322 1.309 3.524
C -0.132 1.273 4.826
C -0.533 0.059 5.357
C -0.453 -1.075 4.565
C -0.015 -0.958 3.261
N 0.353 0.219 2.735
C 2.601 2.992 -0.299
C 3.357 3.836 -1.085
C 3.734 3.409 -2.347
C 3.366 2.138 -2.766
C 2.601 1.350 -1.930
N 2.197 1.781 -0.724
H -0.135 2.196 5.389
H -0.885 -0.006 6.378
H -0.724 -2.049 4.948
H 0.062 -1.814 2.607
H 3.629 4.801 -0.681
H 4.321 4.050 -2.991
H 3.661 1.752 -3.731
H 2.291 0.353 -2.210
O -0.927 3.804 -0.015
C -0.821 2.637 -0.290
O -0.740 1.667 0.614
C -0.790 2.152 -1.711
C -1.197 3.013 -2.716
C -1.167 2.596 -4.033
C -0.710 1.339 -4.384
C -0.325 0.493 -3.369
C -0.339 0.847 -2.007
O 0.136 0.013 -1.115
N 0.246 -0.802 -3.751
O -0.315 -1.812 -3.347
O 1.209 -0.803 -4.479
N -1.597 3.513 -5.100
O -1.583 3.086 -6.237
O -1.996 4.608 -4.766
H -1.527 4.010 -2.458
H -0.641 1.047 -5.422
F 5.026 -4.158 2.374
C 3.986 -3.576 1.768
F 4.010 -3.940 0.478
F 2.867 -4.095 2.308
C 4.020 -2.080 1.927
C 5.028 -1.452 2.630
C 5.007 -0.069 2.791
C 3.956 0.640 2.257
N 2.984 0.034 1.562
C 3.004 -1.297 1.373
S 1.651 -1.764 0.403
H 5.828 -2.041 3.058
H 5.784 0.444 3.337
H 3.870 1.711 2.384
C -4.029 -3.858 -0.376
N -3.016 -3.213 -1.324
C -3.736 -2.084 -2.085
N -4.324 -1.161 -1.182
C -5.259 -1.839 -0.294
N -4.612 -2.891 0.487
C -3.654 -2.336 1.453
P -2.245 -1.395 0.674
C -1.818 -2.705 -0.567
C -3.317 -0.379 -0.453
H -3.498 -4.627 0.185
H -4.790 -4.315 -1.010
H -2.701 -3.904 -2.006
H -4.499 -2.576 -2.691
H -2.988 -1.613 -2.716
H -6.055 -2.284 -0.893
H -5.699 -1.111 0.386
H -3.254 -3.152 2.060
H -4.194 -1.673 2.130
H -1.354 -3.558 -0.068
H -1.111 -2.295 -1.289
H -2.688 0.145 -1.168
H -3.821 0.385 0.143
```

As for the expectation value of S²: 2.0133. The max |F| is 0.5 eV/A. The frontier orbital gap (spin up / spin down) comes out at 7.21 / 7.72 eV. For the total energy, the calculation gives -94502.88061 eV. The value obtained for the HOMO energy (spin up / spin down) is -0.3735 / -0.4157 hartree. The total charge is +1. The multiplicity is 3.

Here are the Löwdin charges for atoms 1 to 2, given in e: atom 1 (W): 1.57, atom 2 (O): 0.15

Question: Which value of total energy does entry 1 give?
Answer: -50945.70384 eV